Density functional theory data (ωB97M-V/def2-TZVPD) for 2 unconnected molecules or ions with the total composition CH7N3.

Geometry as XYZ:
```
11
Properties=species:S:1:pos:R:3:nbo_charge:R:1
N 0.2976 -2.8048 -2.6661 -1.06
H -0.0053 -3.2329 -3.5298 0.37
H -0.0532 -1.8641 -2.5896 0.34
H 1.2963 -2.7242 -2.8607 0.35
N 0.8016 1.8435 1.8255 -0.59
C -0.4842 1.5175 2.0071 0.29
N -1.5269 2.0456 1.4300 -0.26
H 1.5036 1.1674 2.1101 0.45
H 0.8998 2.3423 0.9460 0.44
H -0.5962 0.4272 2.2258 0.26
H -2.1330 1.2824 1.1017 0.40
```

Output
* total charge: +1
* multiplicity: 2
* HOMO (spin up / spin down): -12.62 / -12.62 eV
* ΔE to the lowest compared entry with this formula, charge and spin: 17.7 kcal per mole
* molar mass: 61.088 g mol⁻¹